Here is 10 unconnected molecules or ions with the total composition C34H85N17O10 in a non-equilibrium geometry from the OMol25 dataset. Energies are from the ωB97M-V functional and the def2-TZVPD basis.

Results
Energy above the lowest of the compared OMol25 structures with the same formula, charge and spin in kcal/mol: 209.8
Total energy in Eh: -3029.57594
Lowest unoccupied orbital energy in eV: -0.140

The geometry in ORCA input format:
```
! RIJCOSX wB97M-V def2-TZVPD def2/J DEFGRID3
* xyz 0 1
C 13.6029 -2.7401 -10.3498
C 12.1294 -2.4146 -10.0508
C 11.6585 -3.1248 -8.7326
C 12.0581 -0.8555 -9.8597
C 10.8126 -0.1458 -10.3325
C 10.1921 -0.6675 -11.6128
C 10.0279 -2.2331 -11.5222
C 8.8616 -2.6707 -10.6347
C 9.7683 -2.5226 -13.0208
N 11.3709 -2.8911 -11.2081
O 11.2433 -4.2704 -11.1746
H 14.2935 -2.3317 -9.6119
H 13.8632 -3.7608 -10.6299
H 13.7943 -2.2844 -11.3213
H 10.7844 -2.6179 -8.3236
H 11.5814 -4.2082 -8.8241
H 12.3370 -2.8231 -7.9347
H 12.2126 -0.5894 -8.8140
H 12.8448 -0.4335 -10.4851
H 10.0126 -0.0902 -9.5943
H 11.1214 0.8804 -10.5317
H 10.5797 -0.4056 -12.5973
H 9.1672 -0.2998 -11.5654
H 8.6109 -3.7067 -10.8629
H 7.9386 -2.1366 -10.8604
H 9.1816 -2.6931 -9.5930
H 8.8936 -2.0160 -13.4289
H 9.4928 -3.5639 -13.1877
H 10.4814 -2.2322 -13.7923
H 11.4112 -4.5107 -12.0888
C 10.1735 1.2155 -5.0995
C 8.8696 1.9980 -4.9738
C 7.7666 1.0333 -4.4370
C 9.0741 2.9910 -3.8084
C 9.8892 4.2185 -4.2065
C 9.9115 4.6715 -5.6961
C 9.5440 3.7164 -6.8531
C 8.8890 4.5888 -7.9257
C 10.7560 3.0668 -7.4493
N 8.5977 2.7848 -6.1870
O 7.2675 3.2184 -6.1975
H 10.3203 0.4598 -4.3279
H 10.2981 0.5784 -5.9751
H 11.0619 1.8292 -4.9504
H 7.0810 1.7295 -3.9539
H 7.0853 0.4974 -5.0978
H 8.0764 0.3559 -3.6413
H 8.1868 3.4127 -3.3360
H 9.7276 2.6396 -3.0099
H 9.6193 5.1192 -3.6552
H 10.9322 3.9878 -3.9900
H 10.8991 5.1074 -5.8468
H 9.4823 5.6607 -5.8557
H 8.6463 4.0139 -8.8193
H 9.6387 5.3246 -8.2167
H 7.9750 5.0662 -7.5725
H 11.5866 3.0551 -6.7435
H 11.0652 3.4152 -8.4347
H 10.4524 2.1096 -7.8734
H 7.1732 3.9265 -5.5561
C 17.0676 1.8323 -10.8934
C 17.8801 0.4584 -11.0619
C 19.3308 0.7419 -10.7750
C 17.2020 -0.5053 -9.9801
C 17.4429 -1.9898 -10.2610
C 17.3783 -2.3695 -11.6856
C 17.9957 -1.4332 -12.8320
C 19.5089 -1.8381 -13.0113
C 17.1490 -1.6156 -14.1990
N 17.8136 0.0029 -12.4519
O 18.3882 0.9021 -13.3942
H 16.0383 1.4898 -10.9997
H 17.0890 2.3368 -9.9275
H 17.2020 2.4533 -11.7791
H 19.9059 1.1751 -11.5934
H 19.3564 1.3716 -9.8857
H 19.7566 -0.1831 -10.3861
H 17.5355 -0.1589 -9.0019
H 16.1217 -0.3602 -9.9740
H 18.3448 -2.2067 -9.6885
H 16.6877 -2.6062 -9.7733
H 16.3851 -2.6652 -12.0234
H 17.9718 -3.2831 -11.7190
H 20.0887 -1.2128 -12.3324
H 19.8201 -1.6979 -14.0465
H 19.6680 -2.9118 -12.9114
H 16.3528 -2.3466 -14.0586
H 17.7918 -1.8625 -15.0439
H 16.6828 -0.7158 -14.6004
H 17.5972 1.2677 -13.7970
N 8.5265 -0.6795 -7.3412
C 7.4758 -0.4164 -8.0084
N 7.1399 0.8695 -8.0441
O 6.8475 -1.3184 -8.5399
H 8.9620 0.0492 -6.7940
H 8.6574 -1.6806 -7.3106
H 6.4366 1.1832 -8.6977
H 7.3879 1.5094 -7.3030
N 16.1462 -4.5108 -7.6589
C 16.0519 -5.1915 -8.8026
N 14.8161 -5.3342 -9.2186
O 16.9801 -5.7410 -9.4670
H 17.0620 -4.5947 -7.2413
H 15.3087 -4.5247 -7.0945
H 14.2001 -4.5857 -8.9350
H 14.6728 -5.6627 -10.1629
N 11.4564 -5.6260 -15.3045
C 11.7938 -4.3749 -15.4011
N 13.0555 -4.1740 -14.9484
O 11.1247 -3.5039 -15.9046
H 10.5358 -5.9926 -15.4999
H 12.0333 -6.2819 -14.7975
H 13.4026 -3.2256 -14.9606
H 13.5000 -4.8715 -14.3688
N 10.9591 1.3515 -16.0488
C 10.3933 0.3345 -16.5134
N 9.3882 -0.1668 -15.8207
O 10.9357 -0.2971 -17.3251
H 10.4651 1.9119 -15.3691
H 11.8684 1.6499 -16.3717
H 9.0225 -1.0192 -16.2205
H 8.9887 0.4357 -15.1154
N 7.0352 -5.1676 -14.8683
C 5.7949 -4.8957 -14.4982
N 5.0242 -5.8191 -15.1079
O 5.3737 -4.1415 -13.6373
H 7.0530 -5.8091 -15.6483
H 7.7760 -4.5455 -14.5780
H 4.0436 -6.0512 -15.0394
H 5.5748 -6.4619 -15.6590
N 7.6105 2.8676 -12.8695
C 8.3137 1.8983 -13.2093
N 9.6060 2.1531 -12.8936
O 7.9219 0.8438 -13.6854
H 8.0239 3.7659 -12.6640
H 6.6010 2.8889 -12.8455
H 10.1825 1.3916 -13.2220
H 9.7578 3.1370 -12.7236
N 8.4815 -7.0322 -10.0105
C 9.2077 -7.4863 -11.0066
N 9.2661 -6.6269 -12.0445
O 9.6179 -8.6388 -11.0990
H 8.5397 -7.5357 -9.1369
H 7.8860 -6.2165 -10.0148
H 9.6701 -7.2165 -12.7581
H 9.3223 -5.6223 -11.9562
*
```